# 1
9 unconnected molecules or ions with the total composition C55H49BO19Si. Source: the OMol25 dataset; level of theory: ωB97M-V/def2-TZVPD.

```
125
Properties=species:S:1:pos:R:3:forces:R:3:lowdin_charge:R:1
C 6.611880 0.729030 -2.120188 -0.199 0.043 0.132 -0.071
C 6.204426 -0.123722 -3.301475 0.033 0.362 0.184 -0.223
O 5.994357 0.615375 -4.517016 0.284 0.133 0.281 -0.027
C 4.670492 0.893500 -4.760833 1.393 1.216 1.705 -0.521
O 4.047869 0.212747 -5.471542 -1.632 -1.841 -1.984 0.172
C 4.150864 2.133225 -4.106101 -0.459 0.332 -0.669 -0.115
C 2.647477 2.356563 -4.330063 -0.006 0.684 0.750 -0.231
C 1.732682 2.193091 -3.094344 0.707 -0.606 -0.369 -0.307
Si 2.011164 0.614249 -2.079922 -0.570 0.362 0.460 0.752
B 1.066176 -0.925423 -2.949362 0.588 -0.634 -0.621 -0.591
C 1.915487 -1.914642 -3.858215 -0.122 0.731 0.347 -0.052
O -0.270674 -1.145681 -2.816810 0.020 -0.202 0.618 0.085
H 5.833908 1.401925 -1.776917 -0.229 0.090 -0.041 0.048
H 6.817162 0.060026 -1.290926 0.164 -0.122 0.207 0.080
H 7.494174 1.322157 -2.317980 0.299 0.055 -0.169 0.078
H 5.295241 -0.669251 -3.055566 -0.049 -0.239 -0.041 0.102
H 7.003744 -0.825536 -3.498238 0.050 -0.258 -0.241 0.119
H 4.672806 2.941013 -4.616470 0.348 0.122 -0.021 0.123
H 4.469650 2.195455 -3.077151 -0.074 -0.038 0.307 0.073
H 2.539647 3.387426 -4.654500 -0.137 0.240 -0.141 0.099
H 2.276015 1.768576 -5.153875 0.085 -0.436 -0.181 0.090
H 1.816285 3.059592 -2.448171 0.045 0.133 0.161 0.057
H 0.719013 2.131853 -3.472552 -0.357 0.138 0.097 0.050
H 3.437694 0.290837 -1.851894 0.165 0.068 -0.021 -0.036
H 1.393436 0.849514 -0.744093 0.112 0.050 0.071 -0.041
H 2.949639 -1.589706 -3.885626 0.214 0.020 -0.206 0.016
H 1.920842 -2.898770 -3.396523 -0.240 -0.330 -0.084 0.062
H 1.552682 -1.958055 -4.881946 -0.109 -0.264 -0.139 0.063
H -0.578635 -0.752068 -1.986657 -0.348 0.253 -0.261 0.047
O -1.639414 -0.132526 -0.142489 0.015 0.030 -0.140 0.092
C -2.765108 -0.481952 0.151808 0.004 -0.081 0.006 -0.360
C -3.072035 -1.896729 0.468073 -0.043 -0.029 -0.101 0.029
C -4.304834 -2.276885 0.791041 0.034 0.133 0.023 0.014
C -5.420091 -1.303956 0.846318 -0.003 -0.010 0.019 -0.377
O -6.545061 -1.654751 1.141612 0.022 -0.003 -0.027 0.100
C -5.114028 0.113540 0.528952 0.000 0.051 0.001 0.026
C -3.881032 0.494857 0.208072 -0.019 0.059 0.034 0.029
H -2.244491 -2.591779 0.422595 0.016 0.023 0.012 0.114
H -4.546552 -3.302911 1.025446 0.164 -0.031 0.075 0.089
H -5.943215 0.808283 0.574416 -0.021 -0.030 0.004 0.123
H -3.633457 1.522531 -0.026161 0.040 -0.015 -0.011 0.124
O 7.940043 7.856647 -1.841529 -0.038 -0.022 -0.010 0.105
C 7.090098 6.997950 -1.735314 0.061 0.055 0.032 -0.386
C 6.828910 6.324927 -0.440251 -0.036 -0.021 -0.009 0.022
C 5.897465 5.382233 -0.324883 0.068 -0.087 -0.172 0.017
C 5.079311 4.965752 -1.490012 0.013 0.007 -0.010 -0.367
O 4.226900 4.107669 -1.387930 0.005 -0.009 -0.006 0.099
C 5.339081 5.637319 -2.788050 0.008 0.032 -0.046 0.023
C 6.270632 6.579743 -2.901505 -0.042 -0.031 -0.047 0.024
H 7.435431 6.642597 0.398367 0.010 0.009 -0.012 0.120
H 5.694982 4.881874 0.607675 -0.041 -0.043 0.010 0.098
H 4.731189 5.318539 -3.625884 -0.025 -0.017 0.027 0.114
H 6.475794 7.082916 -3.837960 0.034 0.021 0.020 0.122
O 5.267540 5.976150 2.448165 -0.020 0.108 0.242 0.085
C 4.905351 6.933294 3.101851 0.001 -0.040 -0.013 -0.366
C 3.466537 7.253350 3.260714 -0.059 0.022 0.013 0.025
C 3.068807 8.303195 3.974081 -0.015 -0.051 -0.039 0.024
C 4.047907 9.197355 4.642087 -0.029 0.062 0.043 -0.384
O 3.685638 10.152316 5.293313 0.014 -0.030 -0.021 0.113
C 5.488499 8.875165 4.481473 0.052 -0.037 -0.025 0.024
C 5.884984 7.825111 3.767903 0.029 0.040 0.016 0.023
H 2.768653 6.589197 2.766593 0.037 -0.023 -0.015 0.124
H 2.023800 8.554826 4.102059 0.012 0.033 0.024 0.123
H 6.187408 9.538439 4.974772 -0.034 0.023 0.015 0.124
H 6.930069 7.572807 3.639442 -0.012 -0.029 -0.017 0.122
O -1.709931 -2.982008 2.899177 0.089 -0.050 0.051 0.079
C -1.845918 -2.229652 3.844118 -0.039 -0.023 0.018 -0.366
C -3.169814 -2.018291 4.471833 -0.026 0.013 -0.035 0.028
C -3.320412 -1.191950 5.502462 0.214 0.186 -0.176 0.015
C -2.166679 -0.449032 6.067143 0.002 0.015 0.020 -0.375
O -2.302628 0.302277 7.009535 0.012 -0.025 -0.030 0.109
C -0.838455 -0.660640 5.436999 0.042 -0.011 -0.021 0.024
C -0.690432 -1.487222 4.405816 0.050 0.018 0.002 0.028
H -3.999569 -2.570464 4.047776 0.015 -0.028 0.012 0.124
H -4.274110 -1.022507 5.970157 -0.051 0.058 0.019 0.097
H -0.009303 -0.109389 5.862213 -0.025 0.011 0.025 0.123
H 0.267987 -1.656722 3.930855 -0.019 -0.018 -0.027 0.124
O -8.094505 -6.439290 -3.022460 0.023 0.010 0.028 0.106
C -7.165538 -6.223860 -2.273746 -0.031 -0.032 -0.075 -0.385
C -5.938976 -7.059580 -2.303521 0.040 0.039 0.068 0.026
C -4.919732 -6.825329 -1.479709 -0.004 -0.126 -0.066 0.030
C -4.968484 -5.715609 -0.497769 0.097 -0.050 -0.021 -0.353
O -4.038065 -5.500234 0.254324 -0.297 0.127 0.091 0.089
C -6.193562 -4.878718 -0.468343 -0.023 -0.018 0.003 0.025
C -7.212282 -5.112655 -1.289802 0.016 0.011 0.003 0.033
H -5.923876 -7.863430 -3.028366 -0.038 0.010 -0.013 0.122
H -4.016802 -7.421156 -1.484875 0.043 0.063 0.030 0.105
H -6.214500 -4.078356 0.257166 -0.146 0.007 0.010 0.089
H -8.113651 -4.512857 -1.281718 -0.013 -0.024 -0.015 0.125
O -7.711001 -3.164917 11.562717 0.015 0.002 -0.034 0.114
C -7.153205 -3.055103 10.493195 -0.033 -0.008 0.072 -0.384
C -5.805598 -3.633978 10.262709 0.051 -0.010 -0.040 0.025
C -5.193581 -3.510880 9.088290 0.023 -0.035 0.047 0.026
C -5.831921 -2.792114 7.960304 0.015 -0.005 -0.057 -0.363
O -5.271358 -2.682111 6.887279 -0.233 -0.197 0.206 0.079
C -7.177270 -2.212939 8.187857 -0.044 0.026 0.020 0.025
C -7.790602 -2.335320 9.361642 -0.006 0.026 -0.063 0.025
H -5.356964 -4.155340 11.098504 -0.034 0.011 0.024 0.124
H -4.211026 -3.924660 8.900022 -0.003 0.016 -0.038 0.124
H -7.624882 -1.691641 7.351125 0.031 -0.013 -0.021 0.123
H -8.772988 -1.920939 9.548516 0.003 -0.015 0.040 0.124
O -1.727057 -6.966927 -0.846350 0.184 -0.107 -0.096 0.095
C -0.798212 -6.756529 -0.094886 -0.068 0.042 0.009 -0.365
C 0.424005 -7.598908 -0.133126 0.044 -0.034 0.023 0.021
C 1.443878 -7.372725 0.689574 0.003 -0.051 -0.048 0.019
C 1.403905 -6.267486 1.680024 0.022 0.043 0.057 -0.385
O 2.336864 -6.062003 2.427983 -0.017 -0.021 -0.023 0.103
C 0.183439 -5.426110 1.719077 -0.008 -0.035 -0.037 0.026
C -0.838478 -5.651492 0.896297 0.027 0.075 0.007 0.030
H 0.434319 -8.398712 -0.862915 -0.037 0.014 -0.013 0.120
H 2.343415 -7.975246 0.677652 0.016 0.027 0.028 0.121
H 0.171377 -4.625730 2.447230 -0.019 0.013 -0.016 0.103
H -1.737346 -5.050127 0.910429 -0.038 -0.051 0.013 0.091
O -0.875214 1.944705 -10.999005 0.000 0.015 0.035 0.107
C -0.737155 2.073455 -9.801770 -0.003 -0.032 -0.073 -0.386
C -0.607973 0.895574 -8.908224 0.005 -0.015 0.061 0.023
C -0.458873 1.039048 -7.594172 -0.001 -0.059 -0.042 0.028
C -0.413856 2.382429 -6.966561 0.016 -0.044 0.051 -0.374
O -0.275161 2.511172 -5.768736 -0.035 0.042 -0.022 0.102
C -0.542433 3.560858 -7.858796 -0.006 0.034 -0.055 0.022
C -0.691634 3.417687 -9.172644 0.006 0.048 0.053 0.020
H -0.642269 -0.075543 -9.385137 -0.001 0.020 -0.037 0.123
H -0.363150 0.193082 -6.924958 0.012 0.031 0.036 0.123
H -0.507414 4.531846 -7.381163 0.006 -0.021 0.038 0.121
H -0.786620 4.263869 -9.841186 -0.003 -0.029 -0.034 0.121
```
Forces are in eV/Å.

Properties
**DFT total energy**: -105277.54614 eV
**SMILES**: CCOC(=O)CCC[SiH2]B(C)O.O=C1C=CC(=O)C=C1.O=C1C=CC(=O)C=C1.O=C1C=CC(=O)C=C1.O=C1C=CC(=O)C=C1.O=C1C=CC(=O)C=C1.O=C1C=CC(=O)C=C1.O=C1C=CC(=O)C=C1.O=C1C=CC(=O)C=C1


# 2
A molecular structure, C29H45N13O3SeTi. Source: the OMol25 dataset; level of theory: ωB97M-V/def2-TZVPD.

```
92
Properties=species:S:1:pos:R:3:forces:R:3:lowdin_charge:R:1
Ti 0.352381 1.113929 0.879455 0.051 -0.293 0.641 1.082
Se -0.195097 7.401013 -3.796532 0.018 -0.147 0.102 1.215
N 0.953728 6.942727 -2.520504 -0.031 -0.020 0.025 -0.209
C 0.523829 5.823672 -1.996502 -0.020 0.074 -0.085 -0.335
C 1.195896 5.138563 -0.898685 -0.016 -0.021 0.081 -0.063
C 2.325338 5.641738 -0.253138 0.011 -0.042 0.022 0.053
C 2.857003 4.935784 0.807201 -0.017 0.018 -0.024 0.004
C 2.268451 3.735393 1.183382 -0.041 -0.041 -0.001 -0.103
N 1.203843 3.227022 0.563334 0.153 -0.137 -0.092 0.046
C 0.663311 3.931485 -0.447900 0.077 0.106 -0.079 -0.132
C -0.553847 3.382298 -1.030477 -0.189 -0.001 -0.005 -0.133
N -0.989968 2.225406 -0.496296 -0.002 -0.086 0.058 0.038
C -2.126981 1.694232 -0.941828 0.047 0.048 0.020 -0.075
C -2.887033 2.306148 -1.933217 0.021 0.036 -0.045 0.000
C -2.444652 3.487005 -2.491624 -0.032 -0.068 0.029 0.054
C -1.247644 4.045470 -2.038078 0.065 -0.050 0.015 -0.063
C -0.686777 5.287514 -2.556124 0.012 0.100 -0.054 -0.335
N -1.226630 5.978628 -3.526941 0.014 -0.013 0.037 -0.209
H 2.752306 6.578486 -0.584912 0.014 0.020 -0.003 0.134
H 3.718739 5.299181 1.347540 0.011 0.012 0.002 0.125
H 2.652619 3.163569 2.017520 -0.001 0.021 -0.019 0.114
H -2.418049 0.752463 -0.493634 -0.015 -0.014 -0.017 0.109
H -3.805826 1.838175 -2.253967 -0.014 -0.007 -0.016 0.117
H -3.000486 3.993583 -3.269317 -0.016 0.002 -0.012 0.134
N 0.574146 -0.117138 -0.804274 -0.153 0.028 0.098 -0.058
C 1.522988 0.257223 -1.870677 -0.008 -0.022 -0.075 -0.198
C 2.951292 0.000979 -1.410525 0.008 0.033 0.018 -0.162
C 3.359132 0.794262 -0.177794 0.093 0.011 -0.039 -0.201
N 2.504231 0.462052 0.993235 -0.160 0.043 -0.062 -0.009
H 0.904578 -1.010703 -0.360140 0.007 -0.025 -0.005 0.048
H -0.352037 -0.436180 -1.159923 0.088 0.054 -0.060 0.059
H 1.380980 1.308271 -2.148486 0.008 -0.007 0.024 0.114
H 1.320366 -0.337211 -2.764601 -0.006 0.013 0.008 0.124
H 3.641440 0.247882 -2.218461 -0.017 0.001 -0.007 0.128
H 3.067983 -1.067497 -1.207448 -0.001 -0.008 0.010 0.117
H 3.284153 1.865378 -0.379214 0.001 -0.025 -0.001 0.102
H 4.405554 0.583940 0.056216 -0.040 -0.008 0.004 0.129
H 2.902511 0.862552 1.839230 -0.039 0.021 -0.015 0.096
H 2.567170 -0.558158 1.128482 -0.019 -0.044 0.027 0.063
C -2.148593 -0.666217 -3.803152 0.075 -0.025 -0.052 -0.043
N -3.167603 -1.044646 -2.857169 -0.185 0.347 0.107 -0.114
C -4.503537 -1.337054 -3.356256 0.000 -0.041 -0.049 -0.112
C -5.148666 -2.121141 -2.208310 -0.082 -0.030 -0.051 -0.106
N -4.035339 -2.402942 -1.310218 0.119 -0.056 -0.028 -0.084
C -4.315181 -2.627923 0.099023 -0.007 -0.031 0.019 -0.031
C -2.888096 -1.781217 -1.731028 0.085 -0.063 0.157 -0.382
N -1.710141 -1.816060 -1.205656 0.060 0.072 -0.182 0.063
C -1.358956 -2.917441 -0.315185 -0.052 0.032 0.146 -0.211
C 0.074217 -3.402010 -0.572908 0.058 -0.031 -0.087 -0.181
N 1.064423 -2.685185 0.222317 0.006 -0.084 0.196 0.087
C 1.830347 -3.275678 1.051061 -0.017 0.089 -0.144 -0.353
N 2.858836 -2.512760 1.730480 -0.042 0.055 0.060 -0.130
C 2.379607 -2.126215 3.074911 0.017 0.094 0.015 -0.052
C 3.946316 -3.502158 1.855329 0.032 0.002 -0.035 -0.128
C 3.224239 -4.829667 2.091055 0.017 -0.009 0.010 -0.126
N 1.953295 -4.588856 1.421045 0.008 0.003 0.016 -0.085
C 0.887607 -5.563752 1.566231 -0.021 -0.022 -0.033 -0.029
H -1.930448 -1.469331 -4.515240 0.004 -0.016 -0.007 0.101
H -1.231296 -0.414533 -3.276621 -0.011 -0.009 0.007 0.059
H -2.479147 0.208898 -4.363869 -0.010 -0.001 -0.007 0.090
H -4.451342 -1.935588 -4.270632 0.047 -0.011 0.011 0.127
H -5.045077 -0.418100 -3.592097 -0.007 -0.052 -0.014 0.119
H -5.615486 -3.042766 -2.556654 -0.030 0.039 0.006 0.127
H -5.912245 -1.533553 -1.691393 0.039 0.020 0.017 0.120
H -5.323877 -2.277214 0.321311 0.013 0.014 -0.001 0.092
H -3.613622 -2.066874 0.714363 -0.010 0.003 0.009 0.084
H -4.258056 -3.681731 0.372396 -0.006 -0.005 -0.010 0.092
H -2.028698 -3.766945 -0.476739 -0.026 -0.009 0.023 0.113
H -1.429248 -2.626974 0.740647 -0.006 -0.045 -0.057 0.107
H 0.302333 -3.218471 -1.627229 -0.011 0.031 0.013 0.120
H 0.124287 -4.479368 -0.435129 0.014 -0.040 -0.003 0.089
H 1.573745 -1.393526 3.002679 -0.014 -0.117 -0.096 0.059
H 3.213607 -1.670342 3.610047 0.009 -0.014 0.007 0.095
H 2.019028 -2.977122 3.662601 -0.009 -0.006 -0.015 0.100
H 4.630286 -3.231238 2.655399 0.001 0.002 0.005 0.124
H 4.498347 -3.532257 0.915386 -0.003 -0.001 0.014 0.125
H 3.070695 -5.056267 3.150890 -0.007 0.010 0.008 0.121
H 3.756706 -5.667536 1.640542 -0.006 -0.009 0.005 0.131
H 1.020289 -6.077521 2.519860 0.009 -0.010 -0.007 0.096
H 0.894694 -6.312459 0.772080 -0.011 0.005 0.004 0.097
H -0.082091 -5.071927 1.588516 -0.007 0.005 0.004 0.088
C -1.041061 2.968685 3.682995 -0.015 -0.011 -0.039 0.033
C 0.081407 1.986123 3.826002 -0.052 0.019 0.075 -0.515
N 0.208901 1.356227 4.983854 0.022 0.018 -0.011 0.238
O 0.916607 1.793410 2.914261 -0.085 0.088 -0.264 -0.110
H -0.661035 3.957961 3.944930 0.007 0.010 0.001 0.109
H -1.880446 2.736597 4.334258 -0.002 -0.005 0.005 0.099
H -1.383345 2.991042 2.650669 0.005 -0.001 0.035 0.078
H -0.434115 1.509050 5.742311 0.007 -0.002 0.002 0.134
H 0.965576 0.702800 5.110922 -0.009 0.003 0.011 0.135
O -1.210213 0.500357 1.544839 0.106 0.053 -0.240 -0.274
O -0.127371 -0.367720 1.867901 0.119 0.180 -0.060 -0.307
```
Forces are in eV/Å.

Properties
**Net charge**: +2
**DFT total energy**: -144769.31114 eV
**Energy relative to the best compared isomer or geometry (same formula, charge and spin)**: 0.0 kcal per mole


# 3
2 unconnected molecules or ions with the total composition C2H4F2. Source: the OMol25 dataset; level of theory: ωB97M-V/def2-TZVPD.

```
8
Properties=species:S:1:pos:R:3:forces:R:3:lowdin_charge:R:1
C 0.435628 -0.099094 -0.075064 -0.669 -0.897 -1.035 -0.043
C -0.423227 1.043200 -0.580220 -2.982 -1.079 -0.949 -0.494
F -0.388958 1.041119 -1.930814 -0.087 -0.103 -0.756 0.000
F 0.158824 2.202463 -0.239276 -0.707 0.352 0.762 0.049
H 0.000515 -1.133667 -0.304772 0.901 1.632 -0.133 0.114
H 1.501502 0.095379 -0.336246 -0.888 -0.434 -0.573 0.103
H 0.465717 -0.030090 0.956209 -0.222 0.065 2.371 0.038
H -1.971629 0.950172 -0.416718 4.654 0.462 0.314 0.233
```
Forces are in eV/Å.

Properties
**DFT total energy**: -7571.95782 eV
**Energy relative to the best compared isomer or geometry (same formula, charge and spin)**: 44.5 kcal per mole